Entry from OMol25: a 13-piece molecular cluster, C84H190N4O31 overall at a distorted geometry (ωB97M-V with the def2-TZVPD basis set).

Geometry as XYZ:
```
309
Properties=species:S:1:pos:R:3:lowdin_charge:R:1
C 21.445 27.137 15.099 0.01
C 20.238 28.209 15.131 -0.46
C 18.944 27.465 14.781 -0.13
C 18.414 26.574 15.957 -0.17
C 18.322 27.469 17.179 -0.14
C 19.574 28.260 17.598 -0.46
N 20.052 28.984 16.399 -0.09
O 21.313 29.575 16.559 -0.04
C 19.190 29.318 18.597 -0.05
C 20.607 27.229 18.289 -0.01
C 20.446 29.248 14.023 -0.05
H 21.817 26.951 14.054 0.08
H 21.081 26.200 15.470 0.05
H 22.309 27.456 15.684 0.04
H 18.152 28.192 14.494 0.13
H 19.031 26.787 13.951 0.09
H 19.031 25.686 16.038 0.07
H 17.426 26.095 15.800 0.11
H 17.897 26.996 18.050 0.10
H 17.569 28.192 16.856 0.12
H 18.619 28.905 19.403 0.06
H 19.967 29.884 19.039 0.06
H 18.495 30.076 18.116 0.11
H 21.577 27.621 18.645 0.07
H 20.161 26.814 19.195 0.04
H 20.882 26.314 17.752 0.06
H 20.337 28.768 13.020 0.09
H 21.456 29.642 13.974 0.07
H 19.779 30.091 14.101 0.08
H 21.941 28.789 16.595 0.09
C 18.328 23.401 21.385 0.00
C 19.095 23.050 20.109 -0.45
C 20.366 22.168 20.391 -0.10
C 20.973 21.621 19.101 -0.18
C 19.906 20.865 18.358 -0.13
C 18.744 21.770 17.875 -0.47
N 18.221 22.327 19.136 -0.06
O 17.040 23.093 18.819 -0.02
C 19.155 22.806 16.823 0.00
C 17.663 20.774 17.393 -0.01
C 19.620 24.369 19.500 -0.03
H 19.010 23.713 22.162 0.05
H 17.763 22.502 21.766 0.09
H 17.599 24.158 21.200 0.05
H 21.051 22.724 21.072 0.10
H 19.933 21.276 20.913 0.12
H 21.859 20.988 19.295 0.10
H 21.386 22.375 18.425 0.08
H 19.475 20.037 18.884 0.09
H 20.453 20.469 17.463 0.13
H 20.209 23.069 16.934 0.06
H 19.078 22.469 15.777 0.07
H 18.569 23.731 17.010 0.08
H 17.371 20.176 18.232 0.06
H 16.823 21.370 16.995 0.07
H 18.063 20.193 16.572 0.07
H 18.784 24.970 19.164 0.08
H 20.439 24.208 18.804 0.06
H 20.137 24.919 20.281 0.06
H 16.313 22.630 19.227 0.06
C 17.716 20.605 27.950 -0.05
C 18.796 21.306 27.160 -0.51
C 20.192 21.084 27.922 -0.11
C 21.458 21.393 27.099 -0.15
C 21.415 20.690 25.694 -0.11
C 20.109 20.999 24.992 -0.51
N 18.952 20.643 25.876 -0.08
O 17.683 20.685 25.204 -0.02
C 20.066 22.433 24.423 -0.03
C 20.032 20.121 23.792 -0.06
C 18.501 22.860 27.111 -0.02
H 17.723 21.035 28.996 0.11
H 17.905 19.522 28.031 0.09
H 16.769 20.681 27.477 0.06
H 20.208 21.730 28.788 0.10
H 20.077 20.057 28.325 0.12
H 22.309 21.164 27.710 0.09
H 21.537 22.492 26.911 0.11
H 21.512 19.603 25.754 0.13
H 22.261 21.025 25.082 0.10
H 19.025 22.841 24.369 0.09
H 20.687 23.095 24.991 0.06
H 20.443 22.425 23.373 0.07
H 20.998 20.012 23.371 0.07
H 19.762 19.096 24.106 0.11
H 19.337 20.460 23.010 0.07
H 18.430 23.141 28.147 0.06
H 17.558 23.154 26.570 0.10
H 19.388 23.357 26.683 0.06
H 17.791 21.270 24.445 0.07
C 16.948 14.794 21.215 -0.11
O 17.255 16.176 21.110 -0.22
C 16.901 16.897 22.303 -0.18
C 16.984 18.351 22.012 -0.22
O 15.736 18.841 21.706 -0.10
C 15.785 20.090 21.195 -0.24
C 14.458 20.821 21.277 -0.14
O 14.716 22.183 20.825 -0.21
C 13.449 22.874 20.833 -0.09
H 15.836 14.534 21.185 0.11
H 17.364 14.403 22.142 0.08
H 17.468 14.344 20.349 0.08
H 17.598 16.658 23.135 0.13
H 15.892 16.556 22.646 0.14
H 17.644 18.450 21.112 0.13
H 17.370 18.928 22.830 0.11
H 16.172 20.050 20.166 0.12
H 16.526 20.694 21.728 0.11
H 14.106 20.912 22.274 0.12
H 13.737 20.355 20.580 0.14
H 13.560 23.838 20.337 0.08
H 13.122 23.135 21.862 0.09
H 12.708 22.293 20.281 0.09
C 23.473 21.693 22.050 -0.07
O 24.848 21.287 21.977 -0.19
C 25.650 21.761 23.059 -0.16
C 26.150 23.194 22.824 -0.18
O 26.450 23.840 24.019 -0.10
C 25.347 24.489 24.598 -0.19
C 25.714 25.075 25.918 -0.20
O 26.651 26.100 25.640 -0.16
C 27.296 26.488 26.826 -0.12
H 23.014 21.600 23.026 0.07
H 22.894 21.094 21.333 0.08
H 23.343 22.748 21.810 0.07
H 26.450 21.044 23.046 0.09
H 25.045 21.716 23.956 0.12
H 25.409 23.687 22.195 0.10
H 27.037 23.239 22.236 0.12
H 24.480 23.789 24.669 0.14
H 25.014 25.242 23.892 0.09
H 26.129 24.336 26.577 0.13
H 24.842 25.484 26.360 0.12
H 28.150 25.823 27.078 0.09
H 26.710 26.420 27.727 0.08
H 27.701 27.484 26.623 0.09
C 14.467 17.657 15.910 -0.08
O 15.119 18.408 16.953 -0.18
C 15.724 17.532 17.910 -0.19
C 17.028 16.778 17.639 -0.15
O 16.953 15.737 16.642 -0.12
C 16.268 14.567 16.987 -0.22
C 16.917 13.254 16.715 -0.27
O 18.003 13.238 17.532 -0.17
C 18.992 12.285 17.103 -0.08
H 15.162 17.128 15.266 0.08
H 14.003 18.343 15.238 0.07
H 13.799 16.909 16.294 0.08
H 14.959 16.781 18.139 0.12
H 15.907 18.083 18.824 0.10
H 17.228 16.406 18.644 0.10
H 17.821 17.481 17.389 0.12
H 15.259 14.444 16.486 0.14
H 16.013 14.673 18.045 0.12
H 17.165 13.147 15.658 0.13
H 16.194 12.480 16.936 0.13
H 19.779 12.275 17.846 0.08
H 19.348 12.497 16.107 0.08
H 18.572 11.249 17.010 0.10
C 12.953 33.371 24.135 -0.17
O 13.965 32.850 24.885 -0.20
C 14.048 31.399 25.004 -0.14
C 14.751 30.866 23.744 -0.23
O 15.299 29.600 23.958 -0.14
C 15.816 28.933 22.771 -0.18
C 16.243 27.558 23.178 -0.18
O 16.916 26.916 22.033 -0.22
C 15.963 26.544 21.044 -0.11
H 13.326 33.833 23.207 0.09
H 12.452 34.205 24.711 0.10
H 12.216 32.655 23.789 0.08
H 12.998 31.115 25.042 0.11
H 14.594 31.074 25.884 0.13
H 15.560 31.525 23.449 0.12
H 13.982 30.979 22.886 0.15
H 16.653 29.497 22.323 0.14
H 14.970 28.888 22.060 0.12
H 15.377 27.010 23.590 0.13
H 16.974 27.522 23.978 0.12
H 16.570 25.947 20.317 0.08
H 15.467 27.410 20.542 0.09
H 15.216 25.885 21.560 0.10
C 13.756 21.663 16.445 -0.08
O 12.989 22.697 17.046 -0.18
C 13.356 24.020 16.646 -0.19
C 13.015 24.376 15.218 -0.18
O 11.597 24.199 14.988 -0.13
C 11.278 24.191 13.604 -0.19
C 11.054 25.580 12.923 -0.21
O 11.022 25.363 11.514 -0.19
C 10.431 26.498 10.857 -0.10
H 13.324 21.234 15.524 0.10
H 13.714 20.848 17.112 0.06
H 14.764 22.025 16.367 0.06
H 14.422 24.297 16.828 0.13
H 12.823 24.577 17.420 0.12
H 13.570 23.823 14.493 0.09
H 13.286 25.456 15.078 0.13
H 10.385 23.579 13.498 0.12
H 12.093 23.731 12.988 0.13
H 11.903 26.257 13.186 0.13
H 10.130 25.965 13.338 0.11
H 11.044 27.374 10.884 0.07
H 9.527 26.804 11.414 0.09
H 10.152 26.198 9.854 0.09
C 20.259 28.652 22.605 -0.10
O 21.109 27.640 23.051 -0.20
C 20.908 26.428 22.347 -0.21
C 21.960 25.455 22.833 -0.16
O 23.151 25.559 22.023 -0.19
C 23.907 26.768 22.247 -0.15
C 23.555 27.716 21.040 -0.19
O 24.229 28.932 21.240 -0.15
C 25.513 28.807 20.674 -0.11
H 20.312 28.840 21.544 0.07
H 20.448 29.582 23.203 0.11
H 19.213 28.401 22.936 0.09
H 21.004 26.564 21.230 0.11
H 19.906 26.034 22.585 0.13
H 21.600 24.445 22.659 0.09
H 22.159 25.653 23.902 0.14
H 24.975 26.458 22.207 0.11
H 23.606 27.293 23.190 0.14
H 22.488 27.964 21.049 0.10
H 23.760 27.228 20.099 0.09
H 25.491 28.427 19.673 0.05
H 26.228 28.194 21.291 0.10
H 25.865 29.873 20.698 0.11
C 16.337 19.909 13.452 -0.13
O 16.793 18.695 12.993 -0.16
C 17.912 18.135 13.662 -0.17
C 19.250 18.724 13.253 -0.21
O 19.464 20.028 13.800 -0.13
C 20.840 20.216 13.447 -0.21
C 21.342 21.486 14.132 -0.20
O 22.673 21.721 13.700 -0.19
C 22.823 22.662 12.661 -0.11
H 16.974 20.780 13.193 0.07
H 16.199 19.948 14.526 0.08
H 15.320 20.077 13.032 0.11
H 18.022 17.089 13.409 0.12
H 17.832 18.283 14.768 0.13
H 19.425 18.761 12.207 0.12
H 20.105 18.083 13.581 0.13
H 20.975 20.416 12.374 0.12
H 21.494 19.341 13.756 0.14
H 21.336 21.418 15.231 0.12
H 20.692 22.349 13.819 0.12
H 22.255 22.404 11.733 0.09
H 23.889 22.659 12.438 0.09
H 22.504 23.691 12.954 0.09
C 15.714 25.375 13.048 -0.09
O 15.903 24.602 14.206 -0.20
C 16.540 23.372 14.006 -0.22
C 17.847 23.350 13.366 -0.22
O 17.775 23.255 11.964 -0.12
C 18.937 22.941 11.271 -0.18
C 19.656 24.127 10.612 -0.17
O 20.224 24.794 11.715 -0.18
C 21.076 25.772 11.263 -0.16
H 15.020 24.877 12.338 0.10
H 16.663 25.486 12.487 0.09
H 15.361 26.361 13.345 0.09
H 15.929 22.708 13.404 0.13
H 16.704 22.971 14.994 0.12
H 18.222 22.379 13.688 0.09
H 18.505 24.185 13.653 0.14
H 18.530 22.302 10.519 0.12
H 19.716 22.419 11.873 0.11
H 18.890 24.759 10.154 0.14
H 20.448 23.782 9.979 0.12
H 21.566 26.298 12.071 0.07
H 20.715 26.566 10.611 0.09
H 21.889 25.472 10.635 0.08
C 20.283 18.016 20.975 -0.11
O 21.633 18.273 21.246 -0.18
C 22.605 17.859 20.310 -0.19
C 24.011 17.909 21.001 -0.16
O 23.924 17.309 22.307 -0.14
C 25.183 17.021 22.929 -0.16
C 25.962 18.257 23.418 -0.23
O 27.131 17.794 24.031 -0.19
C 27.931 18.819 24.548 -0.12
H 19.889 17.041 21.256 0.09
H 19.945 18.164 19.936 0.09
H 19.785 18.774 21.533 0.04
H 22.648 18.534 19.409 0.13
H 22.410 16.847 19.934 0.12
H 24.258 18.968 21.124 0.10
H 24.712 17.420 20.322 0.12
H 25.762 16.359 22.244 0.14
H 24.950 16.534 23.877 0.13
H 25.336 18.837 24.062 0.12
H 26.232 18.926 22.569 0.12
H 28.752 18.286 25.066 0.10
H 27.405 19.560 25.200 0.10
H 28.354 19.346 23.671 0.09
C 24.437 26.361 17.951 -0.35
O 23.527 26.807 17.270 0.00
N 24.504 25.154 18.491 -0.17
C 25.498 24.917 19.520 -0.04
C 23.459 24.171 18.418 -0.03
H 25.299 26.999 18.174 0.12
H 26.236 25.755 19.539 0.11
H 26.024 23.982 19.435 0.09
H 25.025 24.964 20.494 0.05
H 22.866 24.484 17.551 0.09
H 23.816 23.163 18.224 0.09
H 22.897 24.162 19.371 0.10
```

Calculated values
gap between HOMO and LUMO = 8.80 eV
energy = -159599.989 eV


Entry from OMol25: a 29-piece molecular cluster, H58O29 overall at a distorted geometry (ωB97M-V with the def2-TZVPD basis set).

Geometry as XYZ:
```
87
Properties=species:S:1:pos:R:3:lowdin_charge:R:1
O 11.157 -2.023 3.168 -0.03
H 11.993 -1.830 3.593 0.02
H 11.195 -2.960 2.977 -0.01
O 10.233 0.316 1.115 -0.05
H 10.881 0.939 0.786 -0.01
H 10.730 -0.268 1.687 -0.01
O 13.817 -0.948 4.183 -0.03
H 14.025 -0.449 3.393 0.02
H 14.437 -0.631 4.839 0.03
O 15.954 2.299 8.776 -0.05
H 15.963 1.588 9.416 0.03
H 16.323 1.913 7.982 -0.03
O 17.361 3.925 4.102 -0.05
H 16.940 3.614 4.904 -0.01
H 16.741 3.707 3.406 -0.03
O 12.514 2.031 1.450 -0.04
H 12.668 2.835 1.946 0.05
H 13.102 1.389 1.847 0.02
O 10.935 -4.723 2.923 -0.02
H 11.152 -5.626 3.156 0.06
H 10.150 -4.797 2.381 0.08
O 11.763 2.220 8.909 -0.08
H 11.001 2.771 8.727 0.02
H 12.025 1.882 8.053 -0.05
O 16.224 -1.300 -1.494 -0.06
H 16.066 -1.732 -0.654 -0.05
H 16.954 -1.786 -1.879 0.03
O 17.245 1.289 6.551 -0.04
H 16.655 0.984 5.862 0.01
H 18.052 0.794 6.413 0.00
O 19.432 -0.392 6.465 -0.03
H 19.736 -0.561 7.357 0.06
H 18.815 -1.101 6.284 0.00
O 12.289 -2.652 -1.205 -0.05
H 12.796 -3.137 -1.857 0.03
H 12.900 -1.999 -0.864 0.02
O 12.666 1.364 6.623 -0.03
H 12.954 1.736 5.789 0.01
H 13.175 0.559 6.715 0.02
O 13.787 -5.004 3.190 -0.02
H 13.939 -5.917 3.434 0.08
H 12.842 -4.946 3.055 0.02
O 16.736 0.021 3.829 -0.01
H 17.207 -0.793 3.650 0.02
H 16.423 0.310 2.971 0.00
O 16.685 1.073 0.678 -0.01
H 17.590 0.870 0.915 0.10
H 16.741 1.409 -0.217 0.10
O 15.850 -2.439 0.798 -0.03
H 16.435 -2.687 1.514 0.02
H 15.371 -3.242 0.591 0.04
O 17.157 -2.329 6.580 -0.04
H 16.437 -2.866 6.248 0.01
H 17.504 -2.826 7.321 0.06
O 14.019 2.647 4.522 -0.03
H 13.223 3.086 4.224 0.07
H 14.602 2.667 3.763 0.00
O 15.275 2.999 2.184 -0.03
H 15.739 2.261 1.788 0.01
H 15.390 3.716 1.561 0.09
O 15.093 -3.119 4.806 -0.05
H 14.540 -2.350 4.664 -0.01
H 14.617 -3.837 4.389 0.01
O 8.507 -1.892 2.373 -0.05
H 9.411 -1.863 2.684 -0.03
H 8.523 -2.515 1.646 0.02
O 15.565 3.831 6.460 -0.05
H 15.530 3.430 7.329 0.00
H 15.011 3.272 5.915 -0.02
O 14.813 -0.524 7.126 -0.04
H 14.691 -0.897 7.999 0.00
H 15.668 -0.848 6.843 0.00
O 12.535 2.732 -1.210 -0.06
H 11.859 3.404 -1.132 0.03
H 12.625 2.377 -0.326 -0.04
O 14.330 -5.149 0.438 -0.04
H 14.099 -4.981 1.351 -0.02
H 14.845 -5.955 0.465 0.05
O 14.298 -1.372 9.721 -0.02
H 14.090 -2.178 10.193 0.06
H 15.109 -1.060 10.124 0.05
O 14.576 -0.074 1.625 -0.05
H 15.273 0.379 1.151 -0.02
H 14.806 -1.001 1.561 0.02
O 17.333 -2.796 3.096 -0.03
H 17.958 -3.521 3.068 0.07
H 16.690 -3.060 3.755 0.01
```

Calculated values
gap between HOMO and LUMO = 8.46 eV
energy = -60321.780 eV
ΔE to the lowest compared entry with this formula, charge and spin = 3.5755 eV


Entry from OMol25: a 3-piece molecular cluster, C17H45F3N6O7P3Si overall at a distorted geometry (ωB97M-V with the def2-TZVPD basis set).

Geometry as XYZ:
```
82
Properties=species:S:1:pos:R:3:lowdin_charge:R:1
O -3.410 7.563 -4.859 -0.13
C -2.579 6.706 -4.477 -0.80
O -2.809 5.987 -3.417 -0.17
Si -0.920 6.350 -5.336 0.69
C -0.359 7.678 -6.591 -0.26
C 1.114 8.156 -6.203 -0.15
C 2.238 7.162 -6.633 -0.53
F 1.829 6.129 -7.430 0.09
F 2.901 6.708 -5.513 0.08
F 3.222 7.833 -7.361 0.06
C -0.993 4.592 -6.099 -0.31
P 0.288 3.393 -5.499 0.47
O -0.297 2.296 -4.676 -0.32
O 0.962 2.670 -6.850 -0.17
O 1.505 4.081 -4.625 -0.19
H 0.107 6.318 -4.268 0.01
H -1.007 8.593 -6.609 0.08
H -0.360 7.282 -7.647 0.07
H 1.136 8.177 -5.079 0.10
H 1.324 9.190 -6.566 0.12
H -1.990 4.157 -5.809 0.07
H -1.001 4.616 -7.224 0.05
H 1.285 3.364 -7.456 0.06
H 1.260 4.163 -3.686 0.08
O -0.077 2.285 -0.809 -0.28
P -0.651 1.407 0.296 0.75
N 0.732 1.501 1.327 -0.35
C 2.054 1.090 0.894 -0.13
C 0.836 2.802 1.983 -0.16
N -0.745 -0.020 -0.664 -0.33
C 0.158 -1.142 -0.592 -0.14
C -1.184 0.169 -2.052 -0.14
N -1.453 0.497 1.561 -0.31
C -0.882 -0.112 2.748 -0.12
C -2.817 0.063 1.294 -0.14
H 2.752 1.139 1.736 0.08
H 2.448 1.711 0.080 0.09
H 2.077 0.049 0.582 0.05
H -0.121 3.074 2.440 0.07
H 1.111 3.593 1.275 0.08
H 1.576 2.779 2.788 0.07
H 1.096 -0.942 -1.129 0.08
H -0.298 -2.028 -1.049 0.08
H 0.388 -1.429 0.434 0.06
H -0.356 0.479 -2.698 0.07
H -1.967 0.923 -2.110 0.08
H -1.607 -0.759 -2.452 0.08
H -0.146 -0.881 2.507 0.06
H -1.651 -0.591 3.362 0.08
H -0.416 0.629 3.399 0.07
H -2.842 -0.989 0.987 0.08
H -3.266 0.658 0.496 0.07
H -3.455 0.188 2.174 0.07
O -0.109 -3.250 3.949 -0.29
P -0.297 -4.678 4.453 0.74
N 1.314 -4.874 5.036 -0.35
C 2.477 -4.715 4.180 -0.12
C 1.539 -4.134 6.277 -0.15
N -0.586 -5.356 2.897 -0.33
C 0.355 -6.136 2.127 -0.13
C -1.405 -4.547 1.992 -0.14
N -0.663 -6.261 5.110 -0.32
C 0.250 -7.279 5.592 -0.12
C -2.025 -6.748 4.933 -0.14
H 3.383 -4.985 4.732 0.08
H 2.592 -3.692 3.804 0.09
H 2.460 -5.399 3.336 0.05
H 0.740 -4.346 6.995 0.07
H 1.562 -3.051 6.106 0.08
H 2.478 -4.435 6.750 0.08
H 1.091 -5.497 1.621 0.08
H -0.168 -6.709 1.354 0.08
H 0.879 -6.874 2.732 0.06
H -0.808 -3.781 1.484 0.07
H -2.209 -4.052 2.538 0.07
H -1.879 -5.177 1.234 0.08
H 0.925 -7.635 4.810 0.07
H -0.292 -8.152 5.968 0.08
H 0.845 -6.925 6.435 0.07
H -2.084 -7.454 4.098 0.08
H -2.710 -5.924 4.727 0.07
H -2.392 -7.242 5.837 0.08
```

Calculated values
gap between HOMO and LUMO = 4.69 eV
energy = -85528.173 eV
charge = -1


Entry from OMol25: a 2-piece molecular cluster, C7H10O overall at a distorted geometry (ωB97M-V with the def2-TZVPD basis set).

Geometry as XYZ:
```
18
Properties=species:S:1:pos:R:3:nbo_charge:R:1
C -0.965 0.889 1.120 -0.23
C -1.204 -0.500 1.297 -0.22
C -1.420 -1.384 0.216 -0.23
C -1.332 -0.863 -1.091 -0.20
C -1.134 0.503 -1.255 -0.23
C -0.967 1.355 -0.199 -0.21
H -0.695 1.522 1.965 0.22
H -1.207 -0.863 2.315 0.22
H -1.627 -2.441 0.366 0.22
H -1.320 -1.553 -1.889 0.22
H -1.106 0.846 -2.279 0.22
H -0.784 2.408 -0.407 0.22
C 2.588 0.233 -0.087 -0.25
O 1.878 -0.989 0.042 -0.74
H 3.661 0.020 0.132 0.18
H 2.509 0.680 -1.079 0.16
H 2.175 0.931 0.670 0.16
H 0.950 -0.794 0.162 0.48
```

Calculated values
gap between HOMO and LUMO = 10.62 eV
SMILES = c1ccccc1.CO
energy = -9467.979 eV
ΔE to the lowest compared entry with this formula, charge and spin = 0.5810 eV


> Which of these has the lowest gap between HOMO and LUMO?

C17H45F3N6O7P3Si


> Among the records above, which one has the highest energy?

C7H10O